No. 1
Molecular formula: C5H7NO2
Method: DFT, ωB97M-V/def2-TZVPD

Last column: Löwdin charge in e.
Atoms and positions in Å:
C1 -1.52989 1.54021 0.40702  -0.018
N1 0.86477 -1.22744 -0.83145  0.052
C2 -0.53418 0.78280 -0.41941  -0.340
C3 0.19890 -0.53113 0.22108  -0.252
C4 1.99798 -0.54748 -1.11736  -0.317
C5 -0.15793 -1.13132 1.35551  0.097
O1 -0.21826 1.11880 -1.53636  0.089
O2 2.33948 0.23215 -0.23001  0.016
H1 0.39707 -1.84702 -1.47985  0.149
H2 2.58077 -0.86542 -1.99533  0.139
H3 -1.67907 2.55075 0.04340  0.083
H4 -2.49285 1.04255 0.48354  0.089
H5 -1.16226 1.67730 1.42412  0.083
H6 0.05690 -2.17516 1.51807  0.069
H7 -0.66145 -0.61959 2.15702  0.062

HOMO level (eV): -9.58
E (hartree): -399.91309
Energy relative to the best compared isomer or geometry (same formula, charge and spin) (eV): 1.428
Orbital gap (eV): 10.154

No. 2
Molecular formula: C5H7NO2
Method: DFT, ωB97M-V/def2-TZVPD

Last column: Löwdin charge in e.
Atoms and positions in Å:
C1 -0.99730 0.31304 0.08603  -0.269
C2 -2.07926 -0.15987 0.65057  0.080
C3 1.58318 0.66345 0.85815  -0.413
C4 -0.41983 1.06939 -1.01201  0.003
C5 0.35781 0.04455 -0.21275  -0.321
N1 0.83227 -1.24053 -0.63359  0.079
O1 1.58791 1.77276 1.30044  0.115
O2 2.33510 -0.35672 1.23609  0.090
H1 -2.17434 -0.92672 1.32686  0.028
H2 -3.08714 0.27527 0.49617  0.076
H3 -1.08301 0.86173 -1.91090  0.149
H4 -0.25312 2.05167 -0.80448  0.075
H5 1.09071 -1.30340 -1.62062  0.118
H6 0.20826 -1.96061 -0.35919  0.091
H7 2.09873 -1.10401 0.59922  0.098

HOMO level (eV): -9.37
E (hartree): -399.87317
Energy relative to the best compared isomer or geometry (same formula, charge and spin) (eV): 2.514
Orbital gap (eV): 10.054

No. 3
Molecular formula: C5H7NO2
Method: DFT, ωB97M-V/def2-TZVPD

Last column: Löwdin charge in e.
Atoms and positions in Å:
C1 -0.91585 0.23021 0.22194  -0.059
C2 -1.21258 1.47820 -0.81756  -0.458
C3 0.50625 -0.13572 0.22049  -0.368
C4 0.34003 -2.45682 0.67228  -0.050
C5 1.58995 0.38543 -0.34869  0.067
O1 -0.68916 2.67325 -0.44859  0.090
N1 0.67741 -1.32148 1.16504  0.025
O2 -1.88060 1.35184 -1.82282  0.098
H1 -0.14838 2.60567 0.35977  0.120
H2 -1.26267 0.55299 1.20712  0.125
H3 -1.54938 -0.58006 -0.15051  0.116
H4 0.52894 -3.38208 1.24070  0.072
H5 -0.10846 -2.58790 -0.33020  0.087
H6 2.56434 -0.05644 -0.15799  0.069
H7 1.56016 1.24291 -1.01099  0.067

HOMO level (eV): -9.64
E (hartree): -399.90825
Energy relative to the best compared isomer or geometry (same formula, charge and spin) (eV): 1.560
Orbital gap (eV): 10.301

No. 4
Molecular formula: C5H7NO2
Method: DFT, ωB97M-V/def2-TZVPD

Last column: Löwdin charge in e.
Atoms and positions in Å:
C1 2.49634 1.08941 0.41811  0.013
C2 0.86946 -0.56220 -0.21550  -0.499
C3 -0.46709 -1.18643 0.16258  0.093
C4 -1.85572 -0.99940 0.45332  -0.044
C5 -2.42566 0.23606 0.01274  -0.147
H1 2.86728 0.47762 1.35256  0.130
H2 2.43472 2.26747 0.46813  0.112
H3 2.96481 0.90336 -0.40167  -0.026
H4 0.08013 1.41498 -0.22519  0.209
H5 -0.19590 -2.10399 0.30382  0.037
H6 -2.49751 -1.87072 0.82323  0.136
H7 -3.52321 0.12962 -0.33193  0.124
N1 0.94148 0.68431 0.11556  0.034
O1 1.94777 -1.20816 -0.59044  -0.032
O2 -2.00086 1.52402 -0.38273  -0.140

HOMO level (eV): -9.82
E (hartree): -399.76199
Energy relative to the best compared isomer or geometry (same formula, charge and spin) (eV): 5.540
Orbital gap (eV): 8.314

No. 5
Molecular formula: C5H7NO2
Method: DFT, ωB97M-V/def2-TZVPD

Last column: Löwdin charge in e.
Atoms and positions in Å:
C1 -0.54782 1.33773 1.25780  -0.077
C2 0.44389 -1.35809 -0.01351  -0.518
C3 1.41057 1.02821 -0.07175  -0.153
C4 1.45099 -0.30045 -0.22941  -0.006
C5 -1.54626 -1.18596 -1.35046  0.021
O1 0.52313 1.84879 0.49324  -0.090
N1 -0.82715 -0.95524 -0.35796  0.066
O2 0.69493 -2.44553 0.45626  0.082
H1 2.26410 1.61529 -0.39925  0.127
H2 2.39030 -0.71071 -0.57370  0.111
H3 -0.83086 2.13447 1.94398  0.094
H4 -1.39629 1.07696 0.62083  0.080
H5 -0.24476 0.45252 1.82037  0.099
H6 -1.25666 -1.80902 -2.19533  0.090
H7 -2.52811 -0.72897 -1.40111  0.076

HOMO level (eV): -9.24
E (hartree): -399.88779
Energy relative to the best compared isomer or geometry (same formula, charge and spin) (eV): 2.116
Orbital gap (eV): 9.991

No. 6
Molecular formula: C5H7NO2
Method: DFT, ωB97M-V/def2-TZVPD

Last column: Löwdin charge in e.
Atoms and positions in Å:
C1 1.44476 0.20702 0.75717  -0.115
C2 1.37631 0.13596 -0.80408  -0.181
C3 -0.02894 -0.44166 0.80264  -0.183
C4 0.16664 -0.75858 -0.68473  -0.034
C5 -1.00390 0.39900 0.06129  -0.075
N1 -2.33632 0.10987 -0.08863  -0.447
O1 -3.16271 0.95260 -0.17885  0.110
O2 -2.60366 -1.06510 -0.09096  0.072
H1 2.20645 -0.33380 1.36183  0.110
H2 1.61989 1.28802 1.07729  0.114
H3 1.16706 1.12275 -1.21619  0.090
H4 2.29572 -0.29873 -1.50741  0.163
H5 -0.34714 -1.07344 1.58753  0.126
H6 -0.10468 -1.66161 -1.13878  0.110
H7 -0.68948 1.41770 0.06187  0.140

HOMO level (eV): -9.70
E (hartree): -399.73525
Energy relative to the best compared isomer or geometry (same formula, charge and spin) (eV): 6.267
Orbital gap (eV): 9.966

No. 7
Molecular formula: C5H7NO2
Method: DFT, ωB97M-V/def2-TZVPD

Last column: Löwdin charge in e.
Atoms and positions in Å:
C1 -0.93111 -0.94358 0.68692  -0.011
C2 0.29270 -0.24789 -0.01763  -0.545
C3 0.32326 1.13423 0.46460  -0.101
C4 0.29773 2.26687 0.83095  0.138
C5 -0.10065 -0.30995 -1.49226  -0.481
H1 -0.79162 -0.99063 1.76700  0.083
H2 -1.89038 -0.38903 0.51183  0.099
H3 -1.09257 -1.98105 0.35121  0.100
H4 2.22224 -0.55015 -0.34454  0.100
H5 1.81437 -0.79298 1.24067  0.117
H6 0.31495 3.32957 1.11649  0.056
H7 -1.35213 1.01970 -1.20671  0.096
N1 1.49866 -0.95402 0.25662  0.086
O1 -1.15672 0.40213 -1.91653  0.134
O2 0.55127 -0.99321 -2.24863  0.128

HOMO level (eV): -9.93
E (hartree): -399.89559
Energy relative to the best compared isomer or geometry (same formula, charge and spin) (eV): 1.904
Orbital gap (eV): 10.561

No. 8
Molecular formula: C5H7NO2
Method: DFT, ωB97M-V/def2-TZVPD

Last column: Löwdin charge in e.
Atoms and positions in Å:
C1 -1.62232 -0.22159 0.21279  -0.572
C2 -0.38070 -0.00449 -0.73457  -0.203
C3 1.50960 0.70491 0.61298  -0.124
C4 1.68054 -0.81058 0.06551  0.005
C5 0.62928 -1.19270 -0.59011  -0.004
H1 -3.70743 0.16584 0.09191  0.263
H2 -0.72044 0.09769 -1.62424  0.068
H3 -0.09649 1.95738 0.26276  0.187
H4 2.22074 1.31383 0.20793  0.084
H5 1.33442 0.71733 1.48876  0.004
H6 2.59519 -1.41559 0.35639  0.120
H7 0.39757 -1.98752 -0.95797  0.013
N1 0.41840 1.10645 -0.26416  -0.038
O1 -2.67561 0.21678 -0.42470  0.055
O2 -1.58274 -0.64775 1.29672  0.140

HOMO level (eV): -8.68
E (hartree): -399.80724
Energy relative to the best compared isomer or geometry (same formula, charge and spin) (eV): 4.308
Orbital gap (eV): 9.113

No. 9
Molecular formula: C5H7NO2
Method: DFT, ωB97M-V/def2-TZVPD

Last column: Löwdin charge in e.
Atoms and positions in Å:
C1 -2.98778 -1.79784 0.34912  -0.023
C2 -1.94816 -2.11246 -0.44281  -0.022
C3 -1.73806 1.67282 0.05277  -0.539
C4 -1.91561 -0.86912 0.24936  0.055
C5 2.76696 0.67613 0.52022  -0.209
N1 2.29425 0.35043 -0.81809  -0.076
O1 -2.71209 1.65101 -0.55228  0.177
O2 -0.75602 1.81030 0.62359  0.178
H1 -3.92878 -2.10666 0.73567  0.090
H2 -1.52670 -2.83462 -1.10023  0.089
H3 2.29553 1.56645 0.95515  0.060
H4 2.56176 -0.17274 1.17080  0.066
H5 3.84392 0.83314 0.48613  0.063
H6 2.45889 1.13416 -1.44281  0.054
H7 1.29189 0.19899 -0.78658  0.036

HOMO level (eV): -8.98
E (hartree): -399.82192
Energy relative to the best compared isomer or geometry (same formula, charge and spin) (eV): 3.909
Orbital gap (eV): 9.750

No. 10
Molecular formula: C5H7NO2
Method: DFT, ωB97M-V/def2-TZVPD

Last column: Löwdin charge in e.
Atoms and positions in Å:
C1 -1.89966 -1.30069 -0.11905  -0.148
C2 -0.03931 0.31989 -0.03422  -0.282
C3 0.42060 1.63472 -0.28689  0.092
C4 1.04366 -0.69161 0.23457  -0.135
C5 2.41756 -0.57733 -0.06907  0.012
H1 -2.06741 1.44216 0.83543  0.123
H2 -3.07072 -1.33001 -0.34282  0.185
H3 -0.34293 2.40535 -0.42070  0.049
H4 1.40395 1.96888 -0.16732  0.035
H5 0.97901 -1.47491 1.01070  0.098
H6 2.55238 -0.06762 -1.09201  0.082
H7 3.14464 -1.11013 0.53532  0.044
N1 -1.32018 -0.04710 0.21854  -0.133
O1 -2.22987 0.99300 -0.01465  -0.008
O2 -0.99172 -2.16460 -0.28785  -0.014

HOMO level (eV): -8.38
E (hartree): -399.78571
Energy relative to the best compared isomer or geometry (same formula, charge and spin) (eV): 4.894
Orbital gap (eV): 8.616

No. 11
Molecular formula: C5H7NO2
Method: DFT, ωB97M-V/def2-TZVPD

Last column: Löwdin charge in e.
Atoms and positions in Å:
C1 1.54846 0.37436 0.32187  -0.237
C2 0.41860 1.57552 -1.26794  -0.315
C3 1.09292 -1.05805 0.29968  -0.030
C4 0.28441 -0.03956 1.00658  -0.252
C5 -1.89867 -0.28635 -0.17713  -0.053
N1 1.42646 1.30082 -0.69412  0.177
O1 -0.40907 1.90185 -2.04488  0.150
O2 -0.87584 0.49996 0.41639  -0.175
H1 2.38260 0.59272 0.87904  0.116
H2 0.67069 -1.57770 -0.63045  0.139
H3 1.48916 -1.89951 0.86626  0.107
H4 0.11936 -0.09529 1.96676  0.100
H5 -1.52592 -1.28211 -0.17118  0.066
H6 -1.88184 0.06245 -1.21444  0.082
H7 -2.84131 -0.06912 0.44357  0.124

HOMO level (eV): -9.57
E (hartree): -399.86432
Energy relative to the best compared isomer or geometry (same formula, charge and spin) (eV): 2.755
Orbital gap (eV): 10.497

No. 12
Molecular formula: C5H7NO2
Method: DFT, ωB97M-V/def2-TZVPD

Last column: Löwdin charge in e.
Atoms and positions in Å:
C1 -0.90154 0.81002 -0.27895  -0.331
C2 -0.69023 -0.58837 -0.56072  -0.185
C3 0.65864 0.76793 -0.55574  -0.170
C4 1.19736 -0.02618 0.59254  -0.264
C5 0.16456 -1.08693 0.59523  -0.112
H1 -1.42622 0.79480 -1.92467  0.087
H2 -1.53587 0.81110 0.62279  0.176
H3 -1.53467 -1.12701 -1.06639  0.182
H4 1.41847 1.64886 -0.96088  0.205
H5 2.19762 -0.41081 0.91873  0.164
H6 1.08016 -0.44627 2.54936  0.092
H7 0.14301 -2.07109 0.97866  0.124
N1 0.44361 -0.11794 1.81890  0.054
O1 -1.70758 1.36166 -1.20872  0.035
O2 0.49269 -0.31978 -1.52015  -0.056

HOMO level (eV): -9.21
E (hartree): -399.75541
Energy relative to the best compared isomer or geometry (same formula, charge and spin) (eV): 5.719
Orbital gap (eV): 10.112